(1)
C3HN3O2 | ωB97M-V with the def2-TZVPD basis set

## Properties
ΔE to the lowest compared entry with this formula, charge and spin = 3.677 eV
Orbital gap = 9.7738 eV
E_HOMO = -10.49 eV
Strongest force on any atom = 2.58 eV Å⁻¹
E_tot = -429.5173 hartree
SMILES = c1onc2onnc12

XYZ file:
```
9
Properties=species:S:1:pos:R:3:forces:R:3
C -0.8700 1.1096 0.2734 0.75 -1.26 -0.10
O -0.2176 1.1189 1.4459 -0.16 0.17 -0.17
N 0.7792 0.1085 1.5483 -0.84 -0.15 -1.07
C 0.6213 -0.5099 0.3934 0.42 2.23 1.23
O 1.3311 -1.4253 -0.2097 -0.20 -0.55 -0.33
N 0.6604 -1.5548 -1.5160 -1.88 1.10 0.23
N -0.3074 -0.7508 -1.5729 1.18 -0.48 -1.31
C -0.3582 0.0735 -0.4649 0.89 -1.38 1.38
H -1.6388 1.8304 0.1024 -0.16 0.32 0.14
```
Positions in Å, forces in eV/Å.

Per-atom Mulliken charges, elementary charge units:
1. C -0.492
2. O -0.140
3. N -0.436
4. C 0.684
5. O -0.203
6. N -0.144
7. N -0.182
8. C 0.464
9. H 0.449



(2)
C3HN3O3S | ωB97M-V with the def2-TZVPD basis set

## Properties
ΔE to the lowest compared entry with this formula, charge and spin = 0.903 eV
Orbital gap (spin up / spin down) = 6.7141 / 7.8010 eV
E_HOMO (spin up / spin down) = -8.58 / -9.01 eV
Strongest force on any atom = 3.79 eV Å⁻¹
E_tot = -902.8938 hartree

XYZ file:
```
11
Properties=species:S:1:pos:R:3:forces:R:3
C -0.4510 0.8763 0.6387 0.84 0.82 0.75
C 1.0619 0.5822 0.1717 -1.73 1.47 1.50
C -1.1268 1.2174 -0.5599 1.06 0.19 -0.85
N 0.2661 -1.6363 -0.2140 -0.85 -2.76 -0.58
N 1.2089 -0.6981 -0.2129 0.15 2.54 0.43
N -0.9035 -1.3519 0.0728 3.36 1.59 -0.71
O -0.7037 0.9058 1.8417 -0.31 0.08 -0.96
O 1.9516 1.3826 0.3102 -0.39 -0.47 -0.46
O -1.1671 1.4269 -1.7030 -0.68 -0.20 1.13
S -2.2918 -1.9589 0.1698 -2.11 -1.23 0.31
H 2.1556 -0.7458 -0.5151 0.67 -2.02 -0.53
```
Positions in Å, forces in eV/Å.

Per-atom Mulliken charges, elementary charge units:
1. C 0.418
2. C 0.452
3. C 0.478
4. N -0.626
5. N 0.194
6. N 0.315
7. O -0.571
8. O -0.535
9. O -0.299
10. S -0.111
11. H 0.286



(3)
C3HN4 | ωB97M-V with the def2-TZVPD basis set

## Properties
ΔE to the lowest compared entry with this formula, charge and spin = 5.615 eV
Orbital gap (spin up / spin down) = 8.9485 / 4.8259 eV
E_HOMO (spin up / spin down) = -15.95 / -16.01 eV
Strongest force on any atom = 6.17 eV Å⁻¹
E_tot = -333.2651 hartree
Total charge = +1

XYZ file:
```
8
Properties=species:S:1:pos:R:3:forces:R:3
C 0.7951 0.9387 -0.5788 5.48 0.93 -1.37
C -1.7716 -0.8878 0.2005 0.89 1.46 -0.69
C 3.3070 0.2218 -0.0829 -2.55 2.59 -2.85
N -2.0537 -1.9871 0.4026 -0.39 -1.51 0.40
N 3.9560 -0.3912 0.5979 2.65 -2.62 2.90
N -1.5197 0.3764 -0.1283 -1.18 -1.13 0.81
N -0.3124 0.7953 -0.3437 -6.02 -0.57 1.24
H -2.4007 0.9339 -0.0672 1.12 0.85 -0.44
```
Positions in Å, forces in eV/Å.

Per-atom Mulliken charges, elementary charge units:
1. C -0.033
2. C 0.358
3. C 0.171
4. N -0.015
5. N -0.169
6. N -0.028
7. N 0.330
8. H 0.386



(4)
C3HN5 | ωB97M-V with the def2-TZVPD basis set

## Properties
ΔE to the lowest compared entry with this formula, charge and spin = 1.400 eV
Orbital gap = 9.3483 eV
E_HOMO = -9.55 eV
Strongest force on any atom = 4.62 eV Å⁻¹
E_tot = -388.5308 hartree

XYZ file:
```
9
Properties=species:S:1:pos:R:3:forces:R:3
C 0.6860 -1.4521 0.3287 0.60 -2.13 0.19
C -0.9411 0.2242 -0.2277 -0.32 -0.18 -1.96
C 0.4296 -0.1636 -0.0267 -3.73 -2.24 1.58
N 0.8400 -2.5688 0.5304 0.13 -0.78 0.34
N -1.8506 0.6151 0.8477 -0.31 -0.44 -0.07
N -1.4492 1.5196 0.1484 0.06 0.79 0.14
N 2.1218 1.3944 -0.2663 2.69 2.54 -0.37
N 1.3432 0.6337 -0.1286 2.44 2.22 -0.35
H -1.1798 -0.2024 -1.2059 -1.56 0.22 0.49
```
Positions in Å, forces in eV/Å.

Per-atom Mulliken charges, elementary charge units:
1. C 0.368
2. C 0.114
3. C 0.042
4. N -0.438
5. N -0.200
6. N -0.226
7. N -0.697
8. N 0.683
9. H 0.355



(5)
C3HNO | ωB97M-V with the def2-TZVPD basis set

## Properties
ΔE to the lowest compared entry with this formula, charge and spin = 4.980 eV
Orbital gap = 9.7548 eV
E_HOMO = -10.47 eV
Strongest force on any atom = 9.92 eV Å⁻¹
E_tot = -244.6780 hartree

XYZ file:
```
6
Properties=species:S:1:pos:R:3:forces:R:3
C -1.2308 1.0530 0.0630 0.13 0.52 -0.35
C -2.0546 1.9970 -0.0376 -0.64 1.09 -0.16
C -1.5679 -0.3806 0.0394 -8.06 -5.73 -0.81
N -0.3705 -0.0479 0.2864 3.52 1.13 -0.19
O -2.4749 -1.2461 -0.0874 4.50 3.77 0.57
H 0.2395 0.0100 1.0649 0.54 -0.78 0.93
```
Positions in Å, forces in eV/Å.

Per-atom Mulliken charges, elementary charge units:
1. C 0.298
2. C -0.472
3. C 0.616
4. N -0.249
5. O -0.491
6. H 0.297



(6)
C3HNO | ωB97M-V with the def2-TZVPD basis set

## Properties
ΔE to the lowest compared entry with this formula, charge and spin = 5.062 eV
Orbital gap (spin up / spin down) = 7.0012 / 7.2703 eV
E_HOMO (spin up / spin down) = -10.24 / -10.38 eV
Strongest force on any atom = 5.71 eV Å⁻¹
E_tot = -244.6750 hartree

XYZ file:
```
6
Properties=species:S:1:pos:R:3:forces:R:3
C -1.3444 0.1159 -0.1461 3.20 -1.72 0.16
C -2.3852 0.8548 -0.0278 -1.85 1.04 -0.01
C 1.0319 -0.3040 0.0147 -0.07 5.29 1.25
N -0.2592 -0.4785 -0.0595 -5.49 -1.38 -0.73
O 1.9489 -0.9945 -0.0780 2.81 -2.77 -0.56
H 1.0080 0.8064 0.2967 1.40 -0.47 -0.10
```
Positions in Å, forces in eV/Å.

Per-atom Mulliken charges, elementary charge units:
1. C 0.902
2. C -0.774
3. C 0.191
4. N -0.134
5. O -0.384
6. H 0.199



(7)
C3HNO2 | ωB97M-V with the def2-TZVPD basis set

## Properties
ΔE to the lowest compared entry with this formula, charge and spin = 2.147 eV
Orbital gap = 8.8841 eV
E_HOMO = -10.36 eV
Strongest force on any atom = 1.06 eV Å⁻¹
E_tot = -320.0204 hartree

XYZ file:
```
7
Properties=species:S:1:pos:R:3:forces:R:3
O -1.8723 -1.2048 -0.5103 0.04 0.76 0.12
C -1.4872 -0.1636 -0.1171 -0.64 -0.60 -0.26
C 0.5147 0.1834 0.4093 0.21 0.10 -0.02
O -0.2364 0.3740 -0.6333 0.29 -0.41 0.34
C 1.9164 0.2185 0.1129 1.06 -0.01 -0.02
N 3.0699 0.0826 0.1027 -0.97 0.21 -0.07
H -1.9051 0.5100 0.6358 0.00 -0.06 -0.08
```
Positions in Å, forces in eV/Å.

Per-atom Mulliken charges, elementary charge units:
1. O -0.366
2. C 0.385
3. C -0.272
4. O -0.133
5. C 0.343
6. N -0.303
7. H 0.346



(8)
C3HNO2 | ωB97M-V with the def2-TZVPD basis set

## Properties
ΔE to the lowest compared entry with this formula, charge and spin = 2.427 eV
Orbital gap (spin up / spin down) = 7.3972 / 7.3474 eV
E_HOMO (spin up / spin down) = -8.94 / -8.88 eV
Strongest force on any atom = 4.84 eV Å⁻¹
E_tot = -320.0101 hartree
SMILES = O=C=C=O.C#N

XYZ file:
```
7
Properties=species:S:1:pos:R:3:forces:R:3
O 0.7673 -1.9988 -1.3911 0.17 1.02 -0.29
C 0.9798 -0.8425 -1.1970 -0.09 -0.80 0.46
C 1.1563 0.3230 -0.6736 0.82 1.95 1.14
O 1.4125 1.3827 -0.1398 -0.62 -2.18 -1.45
C -1.4084 0.3379 1.1404 -0.27 2.45 4.17
N -1.4820 -0.1086 0.1032 -0.18 -0.86 -1.53
H -1.4254 0.9063 2.1579 0.18 -1.56 -2.50
```
Positions in Å, forces in eV/Å.

Per-atom Mulliken charges, elementary charge units:
1. O -0.388
2. C 0.437
3. C 0.372
4. O -0.433
5. C 0.148
6. N -0.388
7. H 0.253



(9)
C3HNO2 | ωB97M-V with the def2-TZVPD basis set

## Properties
ΔE to the lowest compared entry with this formula, charge and spin = 0.138 eV
Orbital gap = 9.3876 eV
E_HOMO = -11.25 eV
Strongest force on any atom = 1.29 eV Å⁻¹
E_tot = -320.0942 hartree
SMILES = N#CC(=O)C=O

XYZ file:
```
7
Properties=species:S:1:pos:R:3:forces:R:3
N 2.6671 -0.3092 0.0384 -1.29 -0.10 0.03
C 1.5237 -0.1279 0.0302 1.05 -0.11 -0.05
C 0.1598 0.4288 -0.0085 -0.03 0.65 -0.10
O 0.0419 1.6261 -0.0938 0.04 -0.41 0.07
C -1.1458 -0.3819 0.0185 -0.11 -0.46 -0.06
O -1.2613 -1.5666 -0.1190 0.36 0.63 0.11
H -1.9854 0.3308 0.1342 -0.02 -0.19 -0.01
```
Positions in Å, forces in eV/Å.

Per-atom Mulliken charges, elementary charge units:
1. N -0.312
2. C 0.185
3. C 0.537
4. O -0.394
5. C 0.046
6. O -0.406
7. H 0.344



(10)
C3HNO3S | ωB97M-V with the def2-TZVPD basis set

## Properties
ΔE to the lowest compared entry with this formula, charge and spin = 1.063 eV
Orbital gap = 5.7849 eV
E_HOMO = 0.15 eV
Strongest force on any atom = 3.04 eV Å⁻¹
E_tot = -793.5357 hartree
Total charge = -2

XYZ file:
```
9
Properties=species:S:1:pos:R:3:forces:R:3
C 0.4945 0.0563 0.6681 2.28 0.25 -0.85
C 1.6678 1.0972 0.2726 -1.45 0.15 0.43
C -1.5261 -1.0627 -0.0812 -0.35 -1.41 0.65
N -0.3052 -0.3137 -0.3081 -0.39 2.54 -1.63
O 2.6705 0.9047 -0.4282 0.37 -1.85 -0.90
O 1.4671 2.1882 0.8338 -1.09 0.98 0.92
O -2.4487 -0.8769 -0.8528 -0.13 0.83 -0.91
S -1.6029 -2.2704 1.1654 0.30 0.27 -0.04
H -0.4171 0.2774 -1.2697 0.46 -1.76 2.34
```
Positions in Å, forces in eV/Å.

Per-atom Mulliken charges, elementary charge units:
1. C -0.496
2. C 0.627
3. C 0.182
4. N 0.072
5. O -0.740
6. O -0.698
7. O -0.606
8. S -0.589
9. H 0.247